Here is an isolated molecule of C2H5N3O from the OMol25 dataset. Energies are from ωB97M-V with the def2-TZVPD basis set.

DFT total energy	-8672.78161	eV
E_HOMO	-9.3	eV
HOMO-LUMO gap	9.943	eV
structure (SMILES)	[H]/N=C/N=C(\N)O
LUMO level	0.6810	eV
energy above the lowest of the compared OMol25 structures with the same formula, charge and spin	83.1	kJ/mol
net charge	0

```
11
Properties=species:S:1:pos:R:3:forces:R:3
N 1.225 0.415 -1.010 -0.095 -0.045 -0.035
C 0.124 0.889 -0.358 0.022 -0.203 0.064
O -0.049 2.198 -0.599 -0.124 0.009 0.110
N -0.705 0.307 0.428 0.162 0.100 -0.138
C -0.543 -1.016 0.801 -0.060 -0.051 0.025
N -1.445 -1.607 1.474 0.316 -0.041 -0.157
H 1.634 1.020 -1.705 -0.072 -0.062 0.108
H 1.317 -0.574 -1.171 -0.059 0.107 0.072
H -0.813 2.443 -0.051 0.106 0.054 -0.112
H 0.402 -1.514 0.516 -0.154 0.059 0.082
H -1.146 -2.560 1.676 -0.042 0.074 -0.019
```
Forces are in eV/Å.